(1)
Molecular formula: C22H22Cl2N6O2S2TeV
Method: DFT, ωB97M-V/def2-TZVPD

Each line ends with the Mulliken spin population.
Geometry (Å):
V  1.02  -0.50  0.50  1.2237
C  3.39  -1.83  4.94  -0.0010
S  2.37  -3.03  4.07  0.0216
C  2.06  -2.28  2.52  0.0323
S  2.72  -0.68  2.16  -0.0304
N  1.35  -3.01  1.73  -0.0016
N  1.05  -2.43  0.51  0.1439
C  0.92  -3.28  -0.50  0.1419
C  0.45  -3.24  -1.84  0.1415
C  0.08  -4.55  -2.27  -0.0183
C  -0.74  -4.81  -3.33  0.1427
C  -1.26  -3.70  -4.05  0.0474
C  -0.78  -2.47  -3.75  0.0756
N  0.17  -2.20  -2.77  0.1611
H  3.59  -2.29  5.91  0.0000
H  2.86  -0.89  5.09  0.0006
H  4.33  -1.66  4.42  0.0014
H  1.12  -4.30  -0.18  0.0120
H  0.42  -5.38  -1.67  0.0078
H  -1.00  -5.82  -3.58  0.0081
H  -1.98  -3.82  -4.85  0.0034
H  -1.07  -1.60  -4.32  0.0275
N  -2.82  1.77  -4.06  -0.0005
C  -1.58  1.35  -3.71  0.0016
C  -1.22  0.76  -2.56  0.0020
N  0.43  -0.31  -1.00  -0.1622
C  0.95  -1.07  -3.14  0.0342
C  0.56  1.23  -4.27  0.0049
N  -0.58  1.59  -4.67  -0.0003
H  -3.63  1.48  -3.54  0.0000
H  -2.95  2.04  -5.02  0.0002
H  -1.76  0.39  -1.71  0.0002
H  1.45  -1.02  -4.10  -0.0041
H  1.48  1.30  -4.83  0.0012
Cl  0.55  0.45  -2.56  -0.0117
C  1.61  1.59  -2.02  0.0079
Cl  1.92  1.94  -0.37  0.0043
C  4.00  -0.60  -1.93  -0.0016
O  4.59  0.02  -2.71  0.0010
O  3.40  -1.22  -1.16  0.0019
H  1.97  2.26  -2.79  0.0003
C  -2.24  1.39  1.97  -0.0008
Te  -0.58  0.18  2.59  -0.0367
C  0.23  2.08  3.15  0.0189
C  -0.99  2.89  3.52  -0.0020
C  -0.93  3.95  4.41  -0.0017
C  -2.07  4.67  4.72  -0.0001
C  -3.28  4.33  4.14  0.0001
C  -3.36  3.26  3.25  0.0002
C  -2.21  2.54  2.94  0.0018
H  -3.17  0.82  2.01  0.0007
H  -2.05  1.71  0.94  0.0000
H  0.75  2.49  2.29  -0.0003
H  0.93  1.95  3.97  -0.0004
H  0.02  4.21  4.87  0.0000
H  -2.02  5.49  5.42  0.0000
H  -4.18  4.88  4.40  0.0000
H  -4.31  2.99  2.81  0.0000

Its spin multiplicity is 3. As for the expectation value of S²: 2.060. For the calculated total energy, the calculation gives -4258.597815 a.u. As for the energy above the lowest of the compared OMol25 structures with the same formula, charge and spin: 17.515 eV. The calculation puts the LUMO energy (alpha / beta) at -0.1222 / -0.1473 Eh. Its charge is +1.

(2)
Molecular formula: C22H22IN3O7P
Method: DFT, ωB97M-V/def2-TZVPD

Each line ends with the Löwdin charge.
Geometry (Å):
O  4.24  1.01  3.84  -0.3983
P  4.10  -0.47  3.17  0.5021
I  2.95  -1.62  4.98  0.5116
N  2.90  -0.21  1.92  -0.1537
C  1.69  0.42  2.10  -0.4069
N  0.50  -0.19  1.88  0.1204
C  -0.24  -0.40  3.18  -0.1394
C  -0.10  0.76  4.18  -0.1372
C  0.94  1.85  3.85  -0.1207
N  1.60  1.69  2.52  0.1321
H  4.71  1.58  3.22  0.0596
H  3.08  -0.62  1.01  0.1097
H  0.72  -1.11  1.49  0.0865
H  0.04  -1.34  3.62  0.0827
H  -1.29  -0.49  2.92  0.1071
H  0.18  0.32  5.14  0.0910
H  -1.06  1.23  4.33  0.1065
H  0.42  2.81  3.85  0.1103
H  1.68  1.92  4.64  0.1118
H  2.53  2.09  2.52  0.1239
C  -2.89  -2.96  -1.05  0.0423
C  -1.94  -2.65  -0.17  0.0217
C  -0.51  -2.77  -0.53  -0.3584
O  0.37  -2.49  0.27  0.0422
C  -0.17  -3.25  -1.89  0.0237
C  -1.12  -3.55  -2.77  0.0461
C  -2.56  -3.43  -2.42  -0.3668
O  -3.43  -3.70  -3.21  0.1457
H  -3.94  -2.87  -0.81  0.1299
H  -2.15  -2.30  0.83  0.1169
H  0.88  -3.33  -2.13  0.1218
H  -0.89  -3.90  -3.77  0.1047
C  0.57  -1.31  -5.91  0.0210
C  1.51  -0.36  -5.92  0.0227
C  2.95  -0.71  -5.90  -0.3871
O  3.80  0.15  -5.90  0.1144
C  3.31  -2.15  -5.87  0.0239
C  2.37  -3.10  -5.86  0.0214
C  0.93  -2.75  -5.88  -0.3863
O  0.07  -3.60  -5.86  0.0910
H  -0.49  -1.07  -5.93  0.1243
H  1.27  0.69  -5.95  0.1233
H  4.36  -2.39  -5.86  0.1242
H  2.60  -4.15  -5.84  0.1241
C  -1.94  3.07  1.56  0.0030
C  -1.60  4.35  1.41  0.0243
C  -2.52  5.44  1.83  -0.3815
O  -2.21  6.60  1.68  0.1263
C  -3.82  5.05  2.43  0.0323
C  -4.15  3.77  2.59  0.0244
C  -3.23  2.69  2.17  -0.3906
O  -3.52  1.52  2.31  0.0913
H  -1.29  2.26  1.27  0.1084
H  -0.65  4.66  0.97  0.1228
H  -4.47  5.86  2.73  0.1278
H  -5.09  3.47  3.02  0.1258

Its spin multiplicity is 1. For the calculated total energy, the calculation gives -2181.227595 a.u. The calculation puts the LUMO energy at -0.1494 Eh. Its charge is +1.

(3)
Molecular formula: C22H22IN4OPdS2
Method: DFT, ωB97M-V/def2-TZVPD

Each line ends with the Löwdin charge.
Geometry (Å):
Pd  0.81  0.14  0.53  0.9061
N  -0.49  0.79  1.96  0.0156
C  -1.46  -0.22  2.35  -0.2416
C  -2.81  0.10  2.32  -0.0273
C  -3.76  -0.84  2.68  -0.0675
C  -3.34  -2.10  3.07  -0.0697
C  -1.99  -2.41  3.09  -0.0347
C  -1.02  -1.48  2.73  -0.1460
C  0.43  -1.83  2.74  -0.1899
C  0.89  -2.77  3.66  -0.0344
C  2.23  -3.14  3.69  -0.0736
C  3.13  -2.53  2.83  -0.0784
C  2.68  -1.57  1.94  -0.1235
C  1.34  -1.22  1.86  -0.2084
H  0.03  1.12  2.77  0.1284
H  -0.98  1.59  1.57  0.1045
H  -3.12  1.10  2.02  0.1183
H  -4.81  -0.59  2.65  0.1114
H  -4.07  -2.85  3.35  0.1120
H  -1.69  -3.41  3.37  0.1153
H  0.21  -3.21  4.38  0.1117
H  2.56  -3.88  4.41  0.1088
H  4.18  -2.80  2.86  0.1073
H  3.41  -1.04  1.33  0.0927
C  -2.53  -2.57  -0.63  -0.0636
C  -2.40  -1.26  -1.34  -0.6376
N  -1.41  -0.44  -1.17  0.0653
C  -1.53  0.66  -1.98  -0.3331
C  -2.63  0.68  -2.77  -0.3378
S  -3.56  -0.73  -2.49  1.1012
C  -0.49  1.70  -1.95  -0.3125
C  -0.33  2.68  -2.88  -0.3251
S  0.99  3.67  -2.47  1.1231
C  1.26  2.75  -1.06  -0.6269
N  0.42  1.76  -0.91  -0.0244
C  2.37  3.07  -0.10  -0.0659
H  -2.03  -3.36  -1.20  0.0859
H  -3.58  -2.86  -0.52  0.0823
H  -2.08  -2.49  0.35  0.0602
H  -2.95  1.44  -3.46  0.0808
H  -0.89  2.83  -3.79  0.0846
H  2.17  4.01  0.41  0.0886
H  3.32  3.16  -0.63  0.0888
H  2.45  2.27  0.63  0.0577
N  1.34  -2.71  -1.08  0.2225
C  2.32  -1.81  -1.16  -0.6664
O  2.13  -0.60  -0.93  -0.1156
C  3.66  -2.27  -1.64  -0.5590
I  3.88  -1.73  -3.69  0.8620
H  0.48  -2.39  -0.65  0.0886
H  1.56  -3.69  -1.00  0.1276
H  3.78  -3.35  -1.58  0.0535
H  4.44  -1.76  -1.09  0.0583

Its spin multiplicity is 1. For the calculated total energy, the calculation gives -2367.640820 a.u. As for the energy above the lowest of the compared OMol25 structures with the same formula, charge and spin: 0.090 eV. The calculation puts the LUMO energy at -0.0916 Eh. Its charge is +1.